Entry from OMol25: a 2-piece molecular cluster, C25H54BI2N5O9P overall (wB97M-V/def2-TZVPD).

As for the charge: +1. The energy relative to the best compared isomer or geometry (same formula, charge and spin) comes out at 66.6 kcal/mol. The HOMO energy comes out at -8.967 eV.

Geometry (Å):
C 2.5874 -5.3443 3.0192
C 2.9670 -4.3160 1.9514
O 2.7283 -3.0272 2.5197
C 2.5643 -2.0165 1.5220
C 1.0404 -2.0253 1.1965
N 0.3629 -0.8171 0.6728
O -0.8851 -1.2031 0.1144
C -1.6313 -2.2393 0.6764
C -3.0409 -2.1923 0.0370
N -3.0251 -1.8776 -1.4012
C -3.1869 -3.0639 -2.2323
C -3.1225 -2.7172 -3.7221
C -4.1726 -1.6722 -4.1257
O -1.8392 -2.2130 -4.0695
C -0.0576 0.1743 1.7269
C 1.0275 0.5278 2.7585
C -0.6478 1.5058 1.1565
C -1.8499 1.8950 2.0441
C -2.0848 3.4110 2.1190
C -2.4632 3.8854 3.5395
C -2.9655 5.3105 3.3972
O -2.3429 6.0829 2.7652
O -4.1149 5.6689 3.9825
N -0.8301 1.6546 -0.2708
B -2.1772 1.8133 -0.8155
O -2.3427 2.8111 -1.7671
O -3.2943 1.0459 -0.5148
C -4.4773 1.7960 -0.2076
C -5.2852 1.1136 0.9106
C -0.1027 0.7456 -1.1871
C 0.9770 -0.1485 -0.5363
C 2.3536 0.5883 -0.3201
I 4.0309 -0.4758 -1.3857
C 2.4873 2.0493 -0.8831
C 2.0163 3.1710 0.0428
I 4.6766 2.4937 -1.0594
P 1.3691 -1.4712 -1.8821
C 1.0766 -0.6608 -3.5267
O 0.2921 -2.7544 -1.9039
H 3.0022 -4.9763 3.9564
H 1.5008 -5.3703 3.1145
H 2.9867 -6.3253 2.7774
H 4.0313 -4.4532 1.7240
H 2.4025 -4.4653 1.0233
H 3.1238 -2.3724 0.6584
H 2.9543 -1.1107 1.9752
H 0.9257 -2.8718 0.5299
H 0.5926 -2.2395 2.1668
H -1.8121 -2.1665 1.7591
H -1.2716 -3.2615 0.5260
H -3.7178 -1.5459 0.5900
H -3.4325 -3.2150 0.1413
H -3.8711 -1.3360 -1.5444
H -4.1709 -3.5432 -2.1011
H -2.4139 -3.8171 -2.0644
H -3.3163 -3.6079 -4.3327
H -4.1295 -1.4325 -5.1887
H -5.1767 -1.9751 -3.8230
H -3.9381 -0.7426 -3.5916
H -1.9170 -1.6148 -4.8224
H -0.8339 -0.2663 2.3533
H 0.4943 1.0336 3.5676
H 1.7357 1.2740 2.4084
H 1.5045 -0.3286 3.2306
H 0.0766 2.2734 1.4642
H -1.5218 1.6193 3.0551
H -2.7394 1.2923 1.8658
H -2.7940 3.7909 1.3825
H -1.1349 3.8954 1.8844
H -1.5433 3.9692 4.1183
H -3.1874 3.2310 4.0240
H -4.4138 6.4579 3.5004
H -2.8948 2.4148 -2.4605
H -5.1375 1.8206 -1.0800
H -4.2886 2.8292 0.0827
H -6.0413 0.4441 0.5024
H -4.6465 0.4919 1.5427
H -5.7523 1.8443 1.5710
H 0.3501 1.3817 -1.9530
H -0.7936 0.1484 -1.7941
H 2.7406 0.6095 0.6923
H 2.1628 2.1668 -1.9093
H 2.4965 4.0936 -0.2772
H 0.9463 3.3254 -0.1347
H 2.2517 3.0049 1.0915
H 0.0379 -0.3679 -3.6730
H 1.6937 0.2423 -3.5160
H 1.4339 -1.3218 -4.3119
H 0.7362 -3.5275 -2.2796
C 8.3933 0.5134 -1.6234
O 7.4749 -0.2914 -1.6535
N 9.6966 0.1480 -1.7862
N 8.1847 1.8476 -1.4240
H 10.4585 0.7988 -1.7637
H 9.8863 -0.8260 -1.9354
H 7.2298 2.1306 -1.3028
H 8.9174 2.5310 -1.3952

Entry from OMol25: a 2-piece molecular cluster, C25H54F4NO3P overall (wB97M-V/def2-TZVPD).

As for the charge: 0. The HOMO energy comes out at -5.600 eV.

Geometry (Å):
C -3.7803 3.4592 0.0892
C -2.2644 3.1969 0.0211
C -1.8206 2.7714 -1.3727
C -0.2953 2.6610 -1.4723
C 0.2586 1.3008 -1.0359
C 1.3724 1.4583 -0.0095
C 1.8208 0.1603 0.6270
C 2.3436 -0.8986 -0.3657
C 1.4342 -2.1138 -0.3302
C 1.8635 -3.2495 -1.2380
C 0.9174 -4.4649 -1.0736
C -0.3598 -4.2765 -1.8924
C -1.6416 -5.0507 -1.4551
C -1.4366 -6.1550 -0.4196
C -1.6112 -5.8006 1.0930
C -1.9889 -4.3633 1.4500
C -1.9234 -3.9504 2.9389
O -1.4164 -2.6245 3.0098
P -0.8569 -2.2285 4.6214
O -0.6619 -3.9719 4.9573
C -1.0366 -4.7603 3.8785
C -1.6546 -6.0594 4.4533
F -1.0409 -6.3753 5.6290
F -1.4734 -7.1329 3.6284
C -3.1432 -5.8967 4.7829
F -3.8976 -6.0527 3.6572
F -3.5454 -6.8554 5.6732
H -4.2925 2.6031 0.5141
H -4.0019 4.3290 0.6960
H -4.1802 3.6203 -0.9077
H -2.0121 2.4151 0.7294
H -1.7421 4.1119 0.2818
H -2.1515 3.5375 -2.0764
H -2.2826 1.8305 -1.6556
H 0.1419 3.4656 -0.8810
H -0.0078 2.8615 -2.5052
H 0.6517 0.7739 -1.9007
H -0.5603 0.7090 -0.6352
H 0.9915 2.1110 0.7786
H 2.2050 2.0013 -0.4695
H 2.5669 0.3721 1.3860
H 0.9735 -0.2545 1.1582
H 3.3509 -1.1715 -0.0653
H 2.3714 -0.4730 -1.3685
H 1.3994 -2.4879 0.6880
H 0.4272 -1.7777 -0.5694
H 2.8806 -3.5210 -0.9695
H 1.7999 -2.9471 -2.2823
H 1.4546 -5.3451 -1.4152
H 0.7374 -4.5801 -0.0104
H -0.1090 -4.6397 -2.8862
H -0.5974 -3.2222 -2.0063
H -2.0029 -5.5275 -2.3646
H -2.4356 -4.3764 -1.1626
H -2.1782 -6.9245 -0.6225
H -0.4837 -6.6341 -0.6116
H -0.7014 -6.0890 1.6054
H -2.3782 -6.4480 1.4986
H -1.4434 -3.6153 0.8918
H -3.0333 -4.2505 1.1626
H -2.9411 -3.8417 3.3135
H -0.9434 -0.8019 4.3664
H -2.2371 -2.3038 5.0755
H -0.4336 -1.9604 5.9874
H 0.5247 -2.1921 4.1693
H -0.1238 -5.0680 3.3519
H -3.3157 -4.9218 5.2323
C 2.0061 6.3051 -1.1253
N 2.8417 6.7022 -2.3134
C 4.2681 6.3977 -1.9854
C 2.6965 8.1635 -2.5565
C 2.4938 5.9066 -3.5521
C 1.1055 6.0844 -4.1231
O 0.1699 5.7062 -3.1362
H 2.4876 6.7085 -0.2368
H 1.0155 6.7255 -1.2246
H 1.9609 5.2214 -1.0715
H 4.5492 6.9688 -1.1056
H 4.8914 6.6769 -2.8312
H 4.3564 5.3333 -1.7846
H 1.6515 8.3912 -2.7394
H 3.3028 8.4390 -3.4162
H 3.0352 8.6933 -1.6703
H 2.6492 4.8648 -3.2739
H 3.2253 6.1857 -4.3098
H 1.0395 5.4247 -4.9934
H 0.9246 7.1080 -4.4673
H -0.7202 5.8992 -3.4496

Entry from OMol25: C25H55Br3ClN3O23P as an isolated structure (wB97M-V/def2-TZVPD).

As for the charge: -1. The HOMO energy comes out at -5.787 eV.

Geometry (Å):
Cl 0.0754 -0.0917 -1.8546
O 1.1050 0.4589 -0.9849
O -0.9783 -0.6653 -1.0707
O -0.4332 1.0516 -2.6005
O 0.5446 -1.0866 -2.7926
C 3.1312 2.2407 -3.5679
Br 3.7800 0.4429 -3.8901
Br 1.9604 2.7592 -5.0546
Br 4.6667 3.4402 -3.4077
H 2.5668 2.2593 -2.6424
O -2.1705 1.3098 1.5027
P -1.8763 0.6610 2.7931
N -3.0068 0.9777 3.9936
C -2.9678 0.2866 5.2744
C -4.3316 1.4022 3.5216
N -0.3954 1.0753 3.4879
C -0.2245 2.1721 4.4325
C 0.8213 0.7930 2.6970
N -1.9142 -1.0317 2.6359
C -0.9508 -1.9387 3.2462
C -2.9456 -1.6568 1.8301
H -2.6873 -0.7590 5.1127
H -3.9333 0.4168 5.7581
H -2.2206 0.7353 5.9374
H -4.1467 2.0658 2.6767
H -4.8264 2.0012 4.2867
H -4.9575 0.5754 3.1773
H -1.2441 2.5182 4.6380
H 0.1599 1.8352 5.3990
H 0.3296 2.9823 3.9609
H 0.8419 1.3368 1.7454
H 1.6867 1.1084 3.2768
H 0.8331 -0.2524 2.3860
H -0.5436 -2.5600 2.4450
H -0.1215 -1.3678 3.6612
H -1.3748 -2.4676 4.1080
H -2.5132 -2.3625 1.1140
H -3.4314 -0.9415 1.1641
H -3.6676 -2.1386 2.4958
C 3.6277 -1.9450 -0.3851
O 2.9072 -2.3208 0.7744
C 3.5062 -2.4594 1.9378
O 4.6626 -2.2248 2.1455
O 2.5962 -2.9218 2.7922
C 3.0400 -3.7448 3.8402
H 2.8975 -1.5510 -1.0900
H 4.1775 -2.7415 -0.8880
H 4.3260 -1.1701 -0.0613
H 3.7283 -4.4925 3.4224
H 2.2443 -4.2231 4.3986
H 3.7152 -3.2604 4.5567
C 1.3284 5.0813 2.0475
O 0.1200 4.5303 1.5701
C 0.0092 4.2597 0.2490
O -0.9485 3.7639 -0.2355
O 1.0846 4.6660 -0.4142
C 1.0625 4.5921 -1.8400
H 1.2503 5.3651 3.0984
H 1.6202 5.9999 1.5330
H 2.1450 4.3597 2.0066
H 2.0409 4.6839 -2.3073
H 0.3785 5.3907 -2.1257
H 0.7072 3.6062 -2.1559
C 3.5208 -4.1718 -3.3334
O 2.2578 -4.6651 -3.7120
C 1.2419 -4.6728 -2.8634
O 0.1655 -5.1049 -3.1695
O 1.5498 -4.1583 -1.6869
C 0.5103 -3.9944 -0.7178
H 4.2812 -4.3643 -4.0881
H 3.8368 -4.7090 -2.4336
H 3.5314 -3.0978 -3.1405
H 0.0186 -3.0408 -0.9158
H 0.9307 -3.8018 0.2669
H -0.1489 -4.8548 -0.7872
C 6.2086 3.7777 3.9295
O 6.0425 3.3031 2.5806
C 4.8312 2.9531 2.2152
O 3.8060 3.1298 2.8376
O 4.8752 2.3874 1.0123
C 3.6516 1.8145 0.5648
H 5.4282 4.4878 4.1886
H 7.2178 4.1755 3.9393
H 6.1405 2.9030 4.5774
H 3.4106 0.9024 1.1171
H 3.7477 1.5979 -0.4937
H 2.7892 2.4482 0.7706
C -2.6128 -2.6799 -2.9397
O -4.0214 -2.9302 -2.7162
C -4.6131 -1.9001 -2.0725
O -4.1019 -0.8726 -1.7956
O -5.8801 -2.2518 -1.8675
C -6.6486 -1.2683 -1.1886
H -2.3277 -3.5366 -3.5485
H -2.1037 -2.7648 -1.9778
H -2.3704 -1.6997 -3.3436
H -6.3173 -1.0970 -0.1591
H -7.6490 -1.6705 -1.0415
H -6.5839 -0.3220 -1.7199
C -1.8972 1.1611 -6.2094
O -3.0815 0.3513 -6.1833
C -3.7580 0.2813 -5.0360
O -3.5761 0.9211 -4.0599
O -4.8347 -0.5233 -5.1227
C -4.8537 -1.5844 -6.0445
H -1.4219 1.0904 -5.2278
H -2.1720 2.2053 -6.3558
H -1.2549 0.7717 -6.9915
H -4.4372 -1.3746 -7.0300
H -5.8795 -1.9359 -6.1599
H -4.3148 -2.4447 -5.6286

Entry from OMol25: C25H55Ca3N2O14P2 as an isolated structure (wB97M-V/def2-TZVPD).

As for the charge: -1. The energy relative to the best compared isomer or geometry (same formula, charge and spin) comes out at 81.2 kcal/mol. The HOMO energy comes out at -3.610 eV.

Geometry (Å):
Ca 3.3142 0.1096 -0.9377
Ca -1.5319 -1.3225 0.0116
Ca 0.3821 -0.4883 -2.8361
P 0.6699 0.1958 0.0413
O 1.3508 -0.9737 -0.7821
O -0.4887 0.3645 -0.9843
O 1.7648 1.3214 0.1581
O 0.0030 -0.5039 1.3119
P 3.0010 -0.5036 -3.7388
O 2.3464 0.5533 -2.8254
O 1.9424 -1.6276 -3.7637
O 4.1994 -0.7644 -2.7702
O 3.5811 0.1033 -5.0346
O -3.1243 -3.0540 -3.5478
C -2.6715 -2.4340 -2.4498
O -3.3126 -2.3400 -1.4112
O -1.5596 -1.8860 -2.3741
H -3.9981 -3.2940 -3.2309
C -3.8885 -3.0760 3.5770
C -2.4966 -2.8902 4.1139
C -1.9499 -1.8266 3.1799
O -2.7854 -1.8431 2.0310
C -3.7592 -2.8753 2.0815
H -4.6004 -2.4049 4.0575
H -4.2862 -4.0905 3.6022
H -1.8553 -3.7564 3.9511
H -2.4732 -2.6673 5.1806
H -0.9015 -2.0010 2.9379
H -2.0191 -0.8207 3.5939
H -3.2606 -3.6763 1.5356
H -4.7048 -2.6514 1.5877
C -0.4474 2.3070 3.9737
C -0.8782 2.4658 5.3699
C 0.3534 2.9269 6.1658
O 1.4348 2.4469 5.3919
C 1.0864 2.2160 3.9740
H -0.8199 3.1742 3.4284
H -0.6723 1.3820 3.4428
H -1.2059 1.5092 5.7768
H -1.7313 3.1372 5.4678
H 0.3748 2.6747 7.2260
H 0.4843 4.0086 6.1936
H 1.4223 1.1965 3.7843
H 1.6057 2.9397 3.3457
C -3.8713 2.2389 1.3412
C -4.9820 1.7984 0.4864
C -4.6359 0.2857 0.3174
O -3.2003 0.3271 0.4950
C -2.6498 1.5503 0.8973
H -3.9813 2.0285 2.4051
H -3.7388 3.3198 1.2956
H -4.8746 2.4080 -0.4108
H -5.9397 1.9461 0.9854
H -4.8593 -0.1042 -0.6756
H -5.1317 -0.1782 1.1702
H -2.2295 2.2068 0.1355
H -1.9795 1.3893 1.7416
C 4.4775 -2.0575 2.8302
C 3.8116 -1.2624 1.7496
N 4.8185 -0.8652 0.7868
C 5.4491 -1.9762 0.0154
C 4.3693 -3.0093 -0.5209
C 5.7441 0.1294 1.2837
C 5.1506 1.3543 2.0554
H 3.8325 -2.4814 3.5998
H 5.1321 -1.3714 3.3677
H 4.9771 -2.9711 2.5081
H 3.0424 -1.8229 1.2182
H 3.3027 -0.4014 2.1830
H 6.0760 -1.6225 -0.8031
H 6.0684 -2.6645 0.5906
H 4.7978 -3.5695 -1.3520
H 4.1205 -3.6488 0.3259
H 3.4420 -2.6128 -0.9346
H 6.3636 0.4603 0.4501
H 6.5002 -0.3935 1.8693
H 5.8847 2.1594 2.0242
H 4.9543 1.1190 3.1015
H 4.2720 1.6949 1.5075
C -0.4159 3.2201 -5.0844
C -0.0252 2.0217 -4.1901
N -0.6633 0.7761 -4.6244
C -0.1310 0.3679 -5.9081
C -0.4501 -1.0565 -6.2931
C -2.1162 0.8583 -4.5268
C -2.7983 1.3197 -3.2276
H 0.0513 4.1538 -4.7716
H -1.4950 3.3408 -5.1796
H -0.1620 3.0410 -6.1291
H 1.0572 1.9835 -4.0669
H -0.2953 2.1974 -3.1488
H -0.4080 1.0472 -6.7142
H 0.9556 0.4386 -5.8605
H 0.2668 -1.1828 -7.1044
H -0.3228 -1.8154 -5.5210
H -1.4112 -1.1493 -6.7987
H -2.6118 -0.0925 -4.7227
H -2.5226 1.4588 -5.3406
H -2.1071 1.8440 -2.5677
H -3.2382 0.4856 -2.6810
H -3.5652 2.0779 -3.3859

Entry from OMol25: C25H55HoNO2Si2 as an isolated structure (wB97M-V/def2-TZVPD).

As for the charge: +1. The energy relative to the best compared isomer or geometry (same formula, charge and spin) comes out at 59.8 kcal/mol. The HOMO energy (spin up / spin down) comes out at -9.476 / -9.458 eV. The spin multiplicity is 5.

Geometry (Å):
O 1.2108 -1.1617 -3.4337
O 1.4549 -3.2683 -2.5820
C -0.1372 -0.5734 -3.3786
C -0.1915 0.8783 -3.7730
H -0.5298 -0.7158 -2.3625
H -0.7243 -1.1895 -4.0707
H 0.0655 1.5326 -2.9285
H -1.2368 1.0969 -4.0330
H 0.4344 1.1219 -4.6424
C 2.4312 -0.3496 -3.1282
C 3.5498 -0.8680 -3.9932
H 2.6301 -0.4902 -2.0558
H 2.1843 0.6973 -3.3352
H 3.7607 -1.9199 -3.7749
H 4.4690 -0.2995 -3.8204
H 3.2813 -0.7704 -5.0503
C 1.8263 -3.5054 -1.1822
C 0.4721 -4.1981 -3.1544
C 3.2904 -3.2204 -0.9917
H 1.5963 -4.5566 -0.9749
H 1.1919 -2.8690 -0.5426
H 3.8854 -3.6518 -1.8043
H 3.6279 -3.6758 -0.0575
H 3.4943 -2.1475 -0.9334
C 1.2066 -5.2646 -3.9224
H -0.1844 -3.6011 -3.8003
H -0.1156 -4.6299 -2.3336
H 1.8258 -4.8322 -4.7126
H 0.4908 -5.9398 -4.3880
H 1.8382 -5.8623 -3.2592
H 1.2975 -2.1656 -2.9581
Ho -0.4669 1.2267 1.1490
C -0.6039 -0.9011 1.5108
Si -1.9808 -2.1221 1.1964
H -0.4982 -0.7642 2.6203
H 0.3377 -1.4117 1.1925
C -2.7611 -1.8105 -0.4788
C -3.3869 -2.0667 2.4214
C -1.2561 -3.8463 1.3076
C -2.1754 2.1161 -0.2247
Si -3.1989 2.7289 1.1998
H -2.6842 1.3818 -0.8775
H -1.8544 2.9471 -0.8787
C -4.1072 1.2962 1.9883
C -4.4466 4.0623 0.7967
C -2.0401 3.3473 2.5663
H -2.0333 -4.5602 1.6150
H -0.4649 -3.8766 2.0711
H -0.8215 -4.1946 0.3609
H -3.2175 -0.8148 -0.5278
H -3.5480 -2.5613 -0.6479
H -2.0261 -1.8830 -1.2906
H -3.9613 -1.1404 2.4046
H -3.0334 -2.2145 3.4471
H -4.0836 -2.8811 2.1809
H -4.9890 3.8259 -0.1292
H -3.9542 5.0362 0.6710
H -5.1819 4.1505 1.6093
H -1.4777 4.2410 2.2624
H -1.3304 2.6164 3.0143
H -2.6889 3.6440 3.4036
H -4.9502 1.6889 2.5736
H -3.4681 0.7302 2.6783
H -4.5011 0.6199 1.2211
C 1.2511 3.2939 -0.7878
N 1.3963 2.5686 0.4927
C 2.5921 1.6879 0.4767
C 1.5301 3.5885 1.6012
C 1.4715 2.9337 2.9670
C 2.0470 3.6142 4.0535
C 2.0817 2.9890 5.2997
C 1.5616 1.7029 5.4486
C 0.9488 1.0478 4.3552
C 0.8658 1.6962 3.1406
H 1.2566 2.5936 -1.6312
H 2.0783 4.0118 -0.8994
H 0.2999 3.8394 -0.7808
H 3.5066 2.3057 0.4284
H 2.6298 1.0623 1.3793
H 2.5582 1.0351 -0.4070
H 2.4884 4.1278 1.4626
H 0.7426 4.3529 1.4572
H 2.4712 4.6027 3.8837
H 2.5260 3.5025 6.1520
H 1.6107 1.1956 6.4125
H 0.5436 0.0369 4.4650